Below is C2H3IrN2O2S3 as an isolated structure, with properties calculated with ωB97M-V/def2-TZVPD.

frontier orbital gap (spin up / spin down): 6.8065 / 5.4756 eV

Geometry as ORCA input:
```
! wB97M-V def2-TZVPD RIJCOSX def2/J DEFGRID3
* xyz 0 5
Ir 0.15899 -0.42690 0.29628
N -1.61257 0.24996 -1.04559
N -2.69811 -0.53540 -0.66157
C -2.53681 -1.61405 0.20617
O -3.48387 -2.31916 0.44666
O -1.33776 -1.74946 0.69326
H -1.78660 1.23147 -0.84780
H -1.38785 0.14063 -2.03199
H -3.58014 -0.44203 -1.14039
S 3.73342 2.41315 0.53061
C 2.38117 1.41812 0.50682
S 2.51515 -0.27973 0.42809
S 0.79484 2.03943 0.48920
*
```